# 1
Formula: C5H13N2O
Source: the Open Molecules 2025 dataset
Level of theory: ωB97M-V/def2-TZVPD

Atoms and positions in Å:
C 2.778 1.777 -0.727
C 1.562 1.058 -1.244
N 1.291 -0.209 -0.565
C 0.067 -0.798 -0.364
O -0.055 -2.007 -0.194
C -1.118 0.063 -0.242
N -2.202 -0.553 0.789
C -2.205 0.129 2.243
H 3.378 1.329 0.070
H 2.527 2.794 -0.378
H 3.498 1.963 -1.468
H 1.811 0.849 -2.375
H 0.732 1.711 -1.260
H 2.112 -0.892 -0.593
H -0.815 1.136 0.279
H -1.384 0.485 -1.258
H -3.158 -0.382 0.356
H -1.944 -1.544 0.958
H -2.664 1.120 2.228
H -1.024 0.122 2.517
H -2.766 -0.675 2.901

SMILES   CCNC(=O)C[NH2+]C
HOMO level   -13.4491 eV
Total charge   +1
Maximum force   5.2 eV/Å
Gap between HOMO and LUMO   10.066 eV

***

# 2
Formula: C5H13N2O
Source: the Open Molecules 2025 dataset
Level of theory: ωB97M-V/def2-TZVPD

Atoms and positions in Å:
N -1.926 0.973 0.462
C -0.367 0.817 0.455
C -0.031 -0.582 -0.143
C 0.420 -0.585 -1.614
C 0.759 -2.049 -1.943
C 0.075 1.040 1.875
N 1.366 1.428 2.083
O -0.619 0.882 2.870
H -2.208 1.139 1.433
H -2.223 1.770 -0.094
H -2.452 0.169 0.129
H -0.022 1.563 -0.259
H -0.868 -1.274 -0.012
H 0.747 -1.081 0.448
H -0.326 -0.154 -2.277
H 1.395 -0.103 -1.700
H 0.867 -2.166 -3.022
H 0.003 -2.814 -1.716
H 1.627 -2.434 -1.408
H 1.742 1.634 3.026
H 2.039 1.826 1.406

Multiplicity   2
HOMO level (spin up / spin down)   -18.6627 / -18.6577 eV
<S²>   0.7838
Total charge   +2
Maximum force   2.6 eV/Å
Gap between HOMO and LUMO (spin up / spin down)   9.548 / 4.392 eV

***

# 3
Formula: C5H13N2O2
Source: the Open Molecules 2025 dataset
Level of theory: ωB97M-V/def2-TZVPD

Atoms and positions in Å:
C -0.650 -0.891 -2.602
O -0.602 -2.192 -1.923
C 0.127 0.068 -1.522
C -0.746 0.354 -0.343
C 0.121 0.801 0.772
C 0.826 1.938 0.518
N 1.605 2.554 1.482
N 0.045 0.128 1.998
H -1.661 -0.661 -2.875
H -0.015 -1.173 -3.568
H 0.545 0.750 -2.105
H 1.112 -0.387 -1.222
H -1.311 -0.654 -0.113
H -1.653 0.960 -0.468
H 0.949 2.472 -0.465
H 2.110 1.838 2.116
H 1.067 2.908 2.245
H 0.544 0.615 2.785
H -0.774 -1.621 2.039
H 0.006 -2.971 2.127
H -0.759 -2.191 -0.954
O -0.889 -2.646 2.077

HOMO level   -2.3880 eV
Total charge   -1
Maximum force   5.0 eV/Å
Gap between HOMO and LUMO   6.175 eV

***

# 4
Formula: C5H13N2OP
Source: the Open Molecules 2025 dataset
Level of theory: ωB97M-V/def2-TZVPD

Atoms and positions in Å:
C -1.997 -4.624 -1.222
O -1.252 -3.380 -1.220
C 0.050 -3.402 -0.840
P 0.867 -1.913 -0.617
N -0.320 -0.821 -1.098
H -1.893 -4.932 -0.228
H -1.492 -5.437 -1.950
H -3.066 -4.409 -1.659
H 0.713 -4.275 -0.931
H -1.012 -1.323 -1.644
H -0.627 -0.161 -0.400
C 0.534 3.886 0.066
C 0.426 2.613 0.870
C 1.587 2.400 1.757
N -0.511 1.750 0.837
H -0.275 4.020 -0.784
H 0.396 4.712 0.667
H 1.416 3.951 -0.551
H 2.488 2.214 1.230
H 1.593 1.551 2.353
H 2.074 3.184 2.394
H -0.335 1.025 1.539

SMILES   CO/C=P\N.CC(C)=N
HOMO level   -7.5743 eV
Total charge   0
Maximum force   4.8 eV/Å
Gap between HOMO and LUMO   8.525 eV

***

# 5
Formula: C5H13N2OS2
Source: the Open Molecules 2025 dataset
Level of theory: ωB97M-V/def2-TZVPD

Atoms and positions in Å:
C 0.181 0.697 0.057
C 2.415 -0.103 -0.987
C -3.119 0.303 0.995
C -0.807 -0.285 -0.696
C 1.656 0.160 0.191
N 0.150 1.987 -0.650
N 1.840 -0.535 1.316
O -0.299 0.909 1.309
S -0.690 -1.948 0.147
S -2.570 0.383 -0.779
H 1.988 0.260 -1.994
H 2.684 -1.090 -0.845
H 3.397 0.408 -0.922
H -2.948 1.303 1.411
H -2.485 -0.476 1.516
H -4.150 -0.012 0.901
H -0.615 -0.216 -1.724
H 0.997 2.404 -1.021
H -0.592 2.187 -1.327
H -0.627 1.848 1.426
H 2.662 -1.132 1.457
H 1.380 -0.320 2.153
H -1.672 -2.620 -0.598

Multiplicity   3
HOMO level (spin up / spin down)   -9.4761 / -13.6102 eV
<S²>   2.0083
Total charge   +1
Maximum force   4.8 eV/Å
Gap between HOMO and LUMO (spin up / spin down)   6.180 / 5.617 eV

***

# 6
Formula: C5H13N2S
Source: the Open Molecules 2025 dataset
Level of theory: ωB97M-V/def2-TZVPD

Atoms and positions in Å:
C 1.357 0.972 1.285
C 0.577 0.046 0.365
C 1.033 -1.357 0.222
S 2.786 -1.319 -0.252
N -0.895 0.057 0.696
C -1.603 1.241 0.136
C -2.271 1.178 -1.226
N -3.471 0.257 -0.983
H 1.133 0.645 2.325
H 2.476 0.992 1.165
H 1.138 1.930 1.086
H 0.745 0.545 -0.615
H 0.375 -1.849 -0.540
H 1.069 -1.928 1.130
H -0.946 -0.055 1.787
H -0.847 2.066 0.203
H -2.284 1.580 0.830
H -2.623 2.159 -1.608
H -1.566 0.784 -1.865
H -4.107 0.238 -1.670
H -3.129 -0.681 -0.879

SMILES   C[C@@H](C[S-])NCCN
HOMO level   -2.2077 eV
Total charge   -1
Maximum force   4.4 eV/Å
Gap between HOMO and LUMO   5.751 eV

***

# 7
Formula: C5H13N2S
Source: the Open Molecules 2025 dataset
Level of theory: ωB97M-V/def2-TZVPD

Atoms and positions in Å:
C -0.224 -2.619 1.495
N -0.040 -1.887 0.253
C -0.932 -0.737 0.125
C -0.228 0.393 -0.634
C -1.220 1.456 -1.101
S -1.870 2.466 0.313
N 0.862 0.929 0.156
C 1.946 1.561 -0.574
H 0.562 -3.374 1.607
H -1.185 -3.123 1.487
H -0.202 -1.977 2.389
H 0.917 -1.558 0.212
H -1.764 -1.034 -0.520
H -1.321 -0.345 1.060
H 0.245 -0.102 -1.493
H -2.057 0.994 -1.634
H -0.717 2.179 -1.759
H 0.480 1.546 0.868
H 1.976 2.632 -0.343
H 1.859 1.433 -1.651
H 2.914 1.167 -0.253

SMILES   CNC[C@@H](C[S-])NC
HOMO level   -2.4855 eV
Total charge   -1
Maximum force   1.1 eV/Å
Gap between HOMO and LUMO   6.278 eV

***

# 8
Formula: C5H13N2S
Source: the Open Molecules 2025 dataset
Level of theory: ωB97M-V/def2-TZVPD

Atoms and positions in Å:
C 0.109 0.051 1.563
N -0.084 0.751 0.161
C -0.978 -0.119 -0.627
C -0.322 -1.420 -1.173
S -1.465 -2.263 -2.270
C -1.539 0.989 -1.585
C 1.600 -0.414 1.619
N 2.377 0.651 0.859
H -0.610 -0.720 1.652
H -0.112 0.513 2.465
H -0.564 1.792 0.423
H -1.771 -0.668 -0.038
H -0.043 -2.127 -0.366
H 0.521 -1.123 -1.803
H -0.728 1.286 -2.378
H -2.360 0.812 -2.327
H -1.867 1.817 -0.927
H 1.916 -0.510 2.659
H 1.706 -1.410 1.206
H 1.908 1.499 1.106
H 2.306 0.613 -0.217

Multiplicity   2
HOMO level (spin up / spin down)   -8.6952 / -8.6869 eV
<S²>   0.7527
Total charge   0
Maximum force   5.0 eV/Å
Gap between HOMO and LUMO (spin up / spin down)   9.519 / 6.673 eV

***

# 9
Formula: C5H13N2S
Source: the Open Molecules 2025 dataset
Level of theory: ωB97M-V/def2-TZVPD

Atoms and positions in Å:
C -2.121 -0.867 2.492
C -1.848 0.602 2.290
C -0.900 -0.924 1.669
C 0.302 0.565 -2.739
C 1.057 -0.416 -1.859
N 1.244 -0.171 -0.396
N -0.738 0.320 1.471
S 2.585 0.785 0.051
H -1.957 -1.325 3.496
H -2.929 -1.159 1.826
H -2.762 0.908 1.801
H -1.662 1.218 3.140
H -0.479 -1.782 1.191
H 0.659 0.315 -3.681
H -0.847 0.522 -2.924
H 0.686 1.561 -2.569
H 0.826 -1.502 -1.955
H 2.047 -0.466 -2.193
H 2.698 1.686 -0.986
H 0.561 0.162 0.273
H 3.579 -0.033 -0.398

HOMO level   -13.6914 eV
Total charge   +1
Maximum force   3.2 eV/Å
Gap between HOMO and LUMO   9.906 eV

***

# 10
Formula: C5H13N3
Source: the Open Molecules 2025 dataset
Level of theory: ωB97M-V/def2-TZVPD

Atoms and positions in Å:
C 1.374 -1.116 0.427
C 2.481 -0.133 0.533
C -0.241 0.899 -1.507
C -1.317 1.393 0.828
C -1.155 0.486 -0.423
N 1.097 -1.605 -0.671
N -2.330 -1.446 0.432
N -1.591 -0.735 -0.360
H 3.454 -0.532 0.652
H 2.606 0.420 -0.351
H 2.283 0.507 1.424
H 0.083 -0.055 -1.849
H -0.834 1.518 -2.257
H 0.626 1.411 -1.211
H -1.486 2.407 0.332
H -0.358 1.459 1.365
H -2.099 1.219 1.600
H 0.257 -2.150 -0.578
H 0.925 -1.544 1.438
H -2.466 -1.195 1.407
H -1.307 -1.208 -1.231

HOMO level (spin up / spin down)   -7.3400 / -7.3392 eV
Total charge   0
Maximum force   4.0 eV/Å
Gap between HOMO and LUMO (spin up / spin down)   8.272 / 8.271 eV

***

# 11
Formula: C5H13N3
Source: the Open Molecules 2025 dataset
Level of theory: ωB97M-V/def2-TZVPD

Atoms and positions in Å:
H 0.823 -2.861 -1.779
N 0.964 -1.952 -1.326
C -0.158 -1.514 -0.848
C -0.373 -0.197 -0.073
C -0.446 -0.559 1.420
C -1.768 0.290 -0.540
N 0.667 0.820 -0.422
C 2.020 0.535 0.076
N 0.329 2.163 0.035
H -1.046 -2.165 -0.953
H -1.205 -1.332 1.598
H -0.711 0.306 2.037
H 0.500 -0.970 1.790
H -1.760 0.546 -1.607
H -2.112 1.165 0.021
H -2.529 -0.488 -0.406
H 2.413 -0.425 -0.263
H 2.721 1.288 -0.309
H 2.081 0.563 1.170
H -0.071 2.178 0.974
H -0.340 2.608 -0.596

SMILES   [H]/N=C/C(C)(C)N(C)N
HOMO level   -8.7649 eV
Total charge   0
Maximum force   2.1 eV/Å
Gap between HOMO and LUMO   9.613 eV

***

# 12
Formula: C5H13N3
Source: the Open Molecules 2025 dataset
Level of theory: ωB97M-V/def2-TZVPD

Atoms and positions in Å:
C -1.094 0.452 1.941
C -0.292 -0.398 0.785
C 1.234 -0.112 0.705
C -0.230 0.759 -0.396
C 0.173 0.602 -1.968
H -1.002 1.778 1.729
H -0.864 0.139 3.041
H -2.198 -0.327 1.395
H -1.094 -2.135 1.358
H -1.884 -1.300 -0.204
H 1.725 -0.190 1.859
H 1.935 -0.624 -0.162
H 1.999 1.721 -0.190
H -1.011 1.469 -0.535
H -0.849 0.123 -2.280
H 0.481 1.500 -2.399
H 0.432 -1.207 -0.894
H 1.422 -1.393 -2.651
N -0.883 -1.645 0.381
N 0.996 1.408 0.382
N 1.005 -0.620 -1.896

HOMO level   -7.8171 eV
Total charge   0
Maximum force   8.1 eV/Å
Gap between HOMO and LUMO   8.433 eV